Computed, not measured: a 2-piece molecular cluster, C28H38Cl2F3N3O11S overall at a distorted geometry, with the ωB97M-V functional and the def2-TZVPD basis.

Each line ends with the Mulliken charge.
Geometry (Å):
C: 0.4038 -1.2467 3.0139  -1.12
C: -0.2152 0.0564 2.4025  0.20
O: -0.3921 0.0717 0.9979  0.20
C: 0.2700 0.9352 0.1527  0.91
C: 0.1362 2.4711 0.3595  -0.74
C: -0.6144 3.0355 1.5796  -1.07
C: 0.2398 3.4811 2.7936  -0.61
F: 1.5440 3.8342 2.4798  -0.28
C: -0.0319 0.4390 -1.3271  -0.36
N: 0.7094 1.2415 -2.3128  -0.58
N: -1.4209 0.6660 -1.7791  1.46
C: -1.5696 1.6218 -2.8437  0.28
O: -1.7603 2.7382 -2.6301  -0.43
F: -1.5946 1.2549 -4.1170  -0.26
C: -2.5195 0.8475 -0.9015  -0.21
O: -3.4336 0.1505 -0.9388  -0.18
F: -2.6718 1.9104 -0.0841  -0.32
C: 0.3262 -1.1190 -1.5597  1.18
C: 0.4393 -1.4282 -3.1271  -1.35
C: -0.8820 -1.5541 -3.9424  -0.43
C: -1.2423 -3.0262 -4.3928  -0.72
C: -2.7696 -3.2347 -4.5512  -1.23
C: -3.5154 -3.4813 -3.1881  -0.10
C: -4.5946 -2.3711 -3.0644  -0.41
O: -5.4373 -2.6586 -1.9232  -0.40
C: -6.1161 -1.4976 -1.5911  0.86
C: -6.2972 -1.1628 -0.1157  -0.92
O: -6.5546 -0.7963 -2.4301  -0.55
C: -0.8264 -2.0946 -1.1668  -1.69
C: -1.0487 -2.6156 0.2527  -0.01
O: -0.4797 -3.4183 0.8525  -0.41
Cl: -2.5590 -1.9988 1.1115  -0.18
C: 1.7542 -1.5428 -1.0213  0.65
C: 1.9387 -3.0892 -0.8149  -1.17
Cl: 3.1634 -1.1850 -2.1818  -0.12
O: 2.1737 -0.9943 0.2273  -0.41
S: 2.0991 0.6092 0.3637  1.13
O: 2.9222 1.3882 -0.5252  -0.70
O: 2.5225 0.9310 1.6945  -0.56
H: 0.9698 -1.8432 2.2896  0.13
H: 0.9674 -0.9923 3.9221  0.32
H: -0.4338 -1.8848 3.3517  0.39
H: 0.3462 0.8868 2.8549  -0.57
H: -1.2131 0.1319 2.8783  0.54
H: 1.1309 2.9539 0.3172  0.72
H: -0.3795 2.8632 -0.5387  0.45
H: -1.4048 2.3644 1.9598  0.16
H: -1.1672 3.9303 1.2431  0.60
H: 0.2235 2.7499 3.6201  0.33
H: -0.2404 4.3866 3.2107  0.37
H: 1.6217 0.8437 -2.5210  0.29
H: 0.8977 2.1874 -1.9930  0.34
H: 0.9355 -2.4139 -3.1988  0.77
H: 1.0761 -0.7314 -3.6758  0.56
H: -1.7914 -1.1329 -3.4948  -0.34
H: -0.7588 -1.0151 -4.8975  0.50
H: -0.8097 -3.1611 -5.4026  0.47
H: -0.7911 -3.7991 -3.7473  0.30
H: -2.8997 -4.1688 -5.1291  0.46
H: -3.2526 -2.4335 -5.1342  0.49
H: -2.8261 -3.4808 -2.3309  -0.14
H: -4.0266 -4.4585 -3.1936  0.54
H: -4.0795 -1.4012 -2.9812  0.16
H: -5.1973 -2.4191 -3.9857  0.37
H: -5.8294 -1.9216 0.5279  0.24
H: -5.8665 -0.1771 0.1029  0.18
H: -7.3787 -1.0922 0.0806  0.37
H: -1.8188 -1.7624 -1.5064  0.05
H: -0.6700 -3.0220 -1.7473  0.59
H: 2.9546 -3.4062 -1.0945  0.44
H: 1.8925 -3.2955 0.2654  0.31
H: 1.2540 -3.7008 -1.4104  0.27
O: 2.6157 2.5019 5.7392  -0.60
N: 3.7175 2.7548 6.1940  1.04
O: 3.9671 2.8564 7.3817  -0.61
C: 4.8208 2.9550 5.2438  -0.19
C: 4.5657 2.8829 3.8851  0.06
C: 5.6019 3.0947 2.9893  -0.49
C: 6.8793 3.3715 3.4581  -0.49
C: 7.1253 3.4317 4.8246  -0.43
C: 6.0925 3.2233 5.7249  -0.39
H: 3.5733 2.6676 3.5112  0.39
H: 5.4119 3.0463 1.9247  0.48
H: 7.6869 3.5421 2.7562  0.38
H: 8.1227 3.6448 5.1871  0.37
H: 6.2889 3.2743 6.7870  0.45

Atomic forces in eV per Å
-1.08 -0.04 -0.32
-0.10 -0.24 2.81
-0.32 -0.10 -0.54
0.87 -0.39 -0.24
-0.12 0.54 -0.62
-0.17 0.23 0.39
-0.96 0.36 0.56
-0.19 -0.27 -0.18
0.94 0.16 -0.80
0.45 -0.38 0.20
-0.14 0.47 0.27
0.94 -1.14 -0.43
-0.84 3.60 0.98
0.22 -1.54 0.29
0.34 1.10 0.36
-2.77 -2.68 -0.39
1.63 0.31 -0.32
0.24 0.32 -1.22
-0.75 -0.13 -0.23
-0.41 -0.98 -0.69
-0.17 0.89 -0.64
0.35 -1.41 0.70
-0.65 0.75 -0.57
0.59 -1.66 -0.41
0.62 1.52 0.54
0.14 -0.96 1.46
0.02 -0.80 0.09
-0.56 1.32 -1.48
-0.45 -0.65 0.45
-1.69 1.97 -0.45
1.82 -1.88 0.80
0.02 0.04 -0.55
0.93 -1.82 -0.13
0.47 0.17 0.41
-0.52 0.55 -0.03
-0.54 0.87 -0.46
1.95 2.26 1.39
-0.84 -1.11 -1.41
-1.17 -1.24 0.78
0.19 0.39 0.37
0.16 -0.05 -0.54
0.41 0.12 -0.25
0.00 -0.08 -1.08
0.22 0.07 -0.67
-0.34 -0.39 0.12
0.08 -0.26 0.46
0.44 0.14 -0.24
0.33 -0.40 -0.09
0.48 0.10 -0.48
0.27 -0.32 -0.16
-0.12 0.02 0.06
-0.15 -0.12 0.13
-0.11 0.46 0.07
-0.07 -0.08 0.53
0.55 0.01 0.19
-0.01 0.03 0.57
0.06 -0.13 0.52
-0.29 0.24 -0.10
0.01 0.51 -0.01
0.34 -0.11 0.26
-0.26 0.07 -0.26
0.25 0.35 0.00
-0.52 -0.15 0.12
0.15 0.34 0.36
-0.24 0.30 -0.15
0.00 -0.34 -0.29
0.40 -0.12 -0.03
0.65 0.46 0.11
0.09 0.35 0.38
-0.39 0.43 -0.05
-0.57 -0.06 -0.52
0.01 0.23 0.40
0.19 0.04 0.09
-0.17 -0.04 0.15
-0.06 -0.03 -0.25
0.31 0.07 -0.27
-0.32 -0.07 -0.20
0.16 0.04 0.08
0.00 0.00 -0.01
-0.09 -0.02 -0.13
0.17 0.04 0.24
0.00 0.00 0.13
-0.06 -0.03 0.05
-0.02 -0.01 0.03
-0.05 -0.01 0.03
-0.18 -0.03 -0.01

## Properties
Lowest unoccupied orbital energy (eV): -0.26
Orbital gap (eV): 9.6
Energy (hartree): -3699.6343